DFT (the ωB97M-V functional and the def2-TZVPD basis) results for a structure of composition C53H48As2Cl4GeN3O4SY.

Summary:
LUMO (spin up / spin down)   -3.1995 / -4.5217 eV
ΔE to the lowest compared entry with this formula, charge and spin   194.44 kJ/mol
Spin multiplicity   2
Orbital gap (spin up / spin down)   7.185 / 5.915 eV
Net charge   +1

Last column: Mulliken spin population.
CARTESIAN COORDINATES (ANGSTROEM)
1 Y 0.4744 -0.3207 1.0279  0.0338
2 Cl -3.1811 -2.9307 6.8959  0.0000
3 C -2.6028 -2.0771 5.5037  -0.0001
4 C -2.4164 -0.6963 5.5645  0.0006
5 C -1.9649 0.0003 4.4651  -0.0007
6 C -1.6687 -0.6576 3.2641  0.0000
7 O -1.2287 -0.0014 2.2050  0.0041
8 C -1.8418 -2.0561 3.2200  0.0009
9 C -1.5613 -2.8312 2.0470  -0.0005
10 N -0.9878 -2.4294 0.9626  0.0012
11 C -0.9357 -3.3435 -0.1227  0.0131
12 C -1.6534 -4.5106 -0.2212  -0.0145
13 C -1.4992 -5.3806 -1.3191  0.0119
14 C -0.6748 -5.0585 -2.3560  -0.0071
15 C 0.0090 -3.8223 -2.3396  0.0093
16 C 0.7866 -3.3822 -3.4304  -0.0093
17 C 1.3838 -2.1559 -3.3792  -0.0013
18 C 1.2311 -1.3950 -2.2132  0.0336
19 N 0.5227 -1.7681 -1.1677  0.0007
20 C -0.1104 -2.9700 -1.2187  0.0235
21 C -2.3229 -2.7494 4.3426  0.0005
22 H -2.6285 -0.1760 6.4891  0.0000
23 H -1.8101 1.0642 4.5292  0.0000
24 H -1.8785 -3.8704 2.1260  -0.0002
25 H -2.3691 -4.7864 0.5397  0.0005
26 H -2.0576 -6.3070 -1.3353  0.0000
27 H -0.5495 -5.7219 -3.2024  0.0011
28 H 0.8909 -4.0238 -4.2971  0.0000
29 H 1.9765 -1.7704 -4.1967  0.0009
30 H 1.7289 -0.4366 -2.1366  -0.0599
31 H -2.4605 -3.8224 4.2927  0.0000
32 C -2.0090 2.5112 -0.9488  0.0002
33 C -1.5300 2.9648 0.4193  0.0000
34 As 0.1798 3.9713 0.6691  0.0002
35 C 0.0974 4.9548 -1.0161  -0.0001
36 C 0.8929 4.7346 -2.1336  -0.0002
37 C 0.6787 5.4530 -3.3030  0.0000
38 C -0.3334 6.3984 -3.3671  0.0000
39 C -1.1221 6.6380 -2.2507  0.0000
40 C -0.9015 5.9254 -1.0818  0.0000
41 C 1.8182 2.8729 0.4234  0.0001
42 C 2.1898 1.9127 -0.5264  -0.0108
43 C 3.5124 1.4908 -0.6549  0.0069
44 C 4.4875 1.9743 0.1993  0.0063
45 C 4.1325 2.8931 1.1786  0.0001
46 C 2.8227 3.3350 1.2809  0.0003
47 As -1.0978 0.8595 -1.4558  -0.0025
48 C -2.5313 -0.4419 -1.5311  -0.0007
49 C -3.4040 -0.5320 -0.4503  -0.0001
50 C -4.3629 -1.5343 -0.4114  0.0003
51 C -4.4471 -2.4562 -1.4458  -0.0008
52 C -3.5701 -2.3770 -2.5188  0.0012
53 C -2.6108 -1.3755 -2.5602  0.0003
54 C -0.8028 1.2069 -3.3512  0.0013
55 C 0.4566 1.2906 -3.9342  -0.0011
56 C 0.5937 1.6181 -5.2771  -0.0002
57 C -0.5287 1.8749 -6.0475  0.0000
58 C -1.7902 1.8044 -5.4723  0.0000
59 C -1.9264 1.4704 -4.1344  0.0000
60 H -1.8162 3.2561 -1.7214  -0.0001
61 H -3.0829 2.3130 -0.9342  0.0000
62 H -1.5522 2.1397 1.1323  0.0001
63 H -2.2237 3.7158 0.8110  0.0000
64 H 1.6993 4.0152 -2.1009  0.0003
65 H 1.3054 5.2700 -4.1662  0.0000
66 H -0.4995 6.9564 -4.2791  0.0000
67 H -1.9030 7.3864 -2.2865  0.0000
68 H -1.5149 6.1320 -0.2104  0.0000
69 H 1.4614 1.5603 -1.2455  0.0096
70 H 3.7775 0.7801 -1.4279  -0.0093
71 H 5.5109 1.6358 0.1078  0.0000
72 H 4.8845 3.2816 1.8537  -0.0002
73 H 2.5742 4.0783 2.0303  0.0002
74 H -3.3288 0.1658 0.3773  0.0001
75 H -5.0441 -1.5941 0.4279  0.0001
76 H -5.1981 -3.2351 -1.4172  -0.0001
77 H -3.6323 -3.0956 -3.3260  0.0003
78 H -1.9267 -1.3215 -3.4002  -0.0001
79 H 1.3555 1.1186 -3.3571  -0.0038
80 H 1.5815 1.6794 -5.7159  0.0000
81 H -0.4224 2.1325 -7.0930  0.0000
82 H -2.6712 2.0080 -6.0667  0.0000
83 H -2.9174 1.4123 -3.6992  0.0000
84 C -1.4200 3.5672 3.4694  0.0001
85 N -0.1382 3.6211 4.1449  0.0000
86 C 0.0157 4.7134 5.1028  0.0000
87 C 0.8270 2.7147 3.8967  0.0010
88 C 2.0864 2.7931 4.7166  -0.0003
89 O 0.7240 1.8221 3.0412  0.0018
90 H -2.2260 3.5764 4.2059  0.0000
91 H -1.4754 2.6554 2.8884  0.0000
92 H -1.5400 4.4316 2.8130  0.0000
93 H -0.8200 5.3954 4.9675  0.0000
94 H 0.9291 5.2773 4.9266  0.0000
95 H 0.0029 4.3577 6.1341  0.0000
96 H 2.2053 3.6967 5.3033  0.0000
97 H 2.9392 2.6774 4.0489  -0.0001
98 H 2.0977 1.9352 5.3893  0.0000
99 Cl 1.4505 -1.7893 3.0358  0.0028
100 Ge 3.3410 -0.1557 2.9434  -0.0169
101 Cl 4.9837 -1.6089 2.3996  0.1014
102 Cl 3.6976 -0.2533 5.1146  0.0002
103 O 1.4662 -8.2655 -0.2196  0.0011
104 C 1.7073 -7.3546 -1.1808  -0.0032
105 O 1.4743 -7.5999 -2.3302  0.0142
106 C 2.2521 -6.0289 -0.7449  0.0733
107 C 3.0769 -5.3452 -1.6362  -0.0413
108 C 3.4925 -4.0620 -1.3460  0.0834
109 C 3.0374 -3.4198 -0.1840  0.0285
110 S 3.2965 -1.7145 -0.0391  0.6656
111 C 2.2532 -4.1293 0.7316  0.0807
112 C 1.8793 -5.4315 0.4562  -0.0516
113 H 1.8429 -7.9858 0.6237  0.0002
114 H 3.3607 -5.8279 -2.5617  0.0022
115 H 4.1258 -3.5192 -2.0353  0.0015
116 H 1.9138 -3.6420 1.6380  0.0118
117 H 1.2292 -5.9437 1.1563  0.0036